{
  "formula": "C36H32F5MnN3O9S2",
  "method": "ωB97M-V/def2-TZVPD",
  "species": ["O", "H", "H", "F", "C", "H", "C", "C", "C", "C", "O", "C", "C", "H", "H", "C", "H", "H", "C", "O", "Mn", "F", "H", "S", "H", "C", "H", "C", "H", "H", "F", "H", "N", "H", "C", "H", "H", "F", "C", "H", "C", "C", "C", "H", "N", "O", "O", "C", "C", "H", "C", "O", "H", "C", "C", "O", "H", "H", "C", "C", "H", "H", "C", "C", "C", "O", "H", "C", "H", "H", "C", "H", "C", "C", "C", "H", "O", "C", "H", "H", "S", "C", "C", "C", "F", "H", "N", "C"],
  "xyz": [[-1.60706, -0.36926, -0.31575], [-2.90650, -4.97916, -1.62393], [-4.85038, 1.33117, 5.14909], [-3.21450, 0.51810, -4.67415], [1.71208, -4.61847, 1.33177], [2.62473, -2.72482, 0.76278], [-5.05654, 1.14146, 4.09579], [0.51803, 0.88605, -2.85748], [-2.46371, 0.04143, -2.49596], [-0.31375, 3.92936, -0.70663], [-1.26136, 5.20403, 0.94053], [0.05600, 2.60367, -1.02460], [2.64921, 0.06391, 1.48478], [-4.69315, 1.99355, 3.52031], [-2.16480, -4.98690, 0.74407], [3.98549, 0.12651, 1.86532], [1.43247, -2.58101, 2.06170], [5.37791, -0.32881, -1.18318], [1.51988, 0.11573, 2.39573], [-1.21302, 6.55510, -3.68988], [0.30818, -0.07128, -0.16770], [-4.10537, 2.95935, -3.87172], [0.70630, -5.00825, 1.50230], [0.44001, -2.53042, -0.04814], [4.26010, 0.27577, 2.90270], [4.60627, -0.21324, -0.43360], [-0.77015, -5.02892, -0.31934], [-3.52904, 2.13460, -2.99782], [-6.00126, -1.42697, 4.34456], [1.89326, -5.18585, -0.75689], [-3.84323, 3.69510, -1.26344], [-3.30892, -3.42037, -0.90012], [0.31912, -0.07140, 1.89885], [-4.48304, 0.43483, 1.51506], [-2.34408, 0.16551, 5.05380], [-0.94755, 5.84830, -1.40431], [2.25731, -4.79166, 2.26398], [-2.02001, -1.14313, -2.91640], [-0.52496, 4.47478, -3.00474], [-2.39975, -0.27669, 1.68510], [4.96363, -0.01256, 0.89401], [-2.89072, -0.05197, 3.77412], [-0.99065, 0.29499, 5.26454], [-4.38538, -1.31639, 1.75908], [-0.41719, 4.36700, 0.69165], [-0.77442, 5.08304, -5.20246], [0.74625, 0.65774, -4.01876], [-3.07062, 0.89166, -3.40521], [-2.79480, 1.64577, -0.76973], [-6.13901, 1.08230, 3.97331], [0.15015, 2.26135, -2.38881], [0.22647, 1.74242, -0.05805], [3.43226, -5.04211, 0.09145], [-1.09022, -3.14722, 0.70754], [-4.80456, -0.38893, 2.15482], [0.26921, 3.80459, 1.52059], [-0.87446, -3.29276, 1.76668], [-1.90870, -3.56091, -1.96131], [3.26752, -0.26356, -0.81720], [2.28591, -0.12163, 0.14796], [-0.59842, 0.47388, 6.25587], [-5.89051, -0.46100, 2.08656], [-1.60495, -4.40654, 0.00637], [-0.14672, 0.20310, 4.16088], [-3.39929, 2.50547, -1.66919], [0.65873, -3.16762, -1.34894], [-3.00532, 0.24651, 5.90587], [-4.40387, -0.16093, 3.61278], [2.99805, -0.42108, -1.85285], [6.00782, 0.03412, 1.17144], [-2.04061, -0.14206, 2.68994], [-1.79850, -2.32733, 0.60506], [-0.66584, -0.01392, 2.88455], [-2.27614, 0.40666, -1.16029], [2.39486, -5.36475, 0.19209], [-4.46703, -2.27648, 4.12331], [0.57646, -0.08048, -1.94892], [-0.13184, 3.20010, -3.36777], [-4.69818, -1.20974, 5.51058], [-0.05318, 2.91541, -4.40748], [1.58142, 0.35242, 4.09122], [-2.48359, -4.07258, -1.19214], [-4.91899, -1.33876, 4.45107], [-0.62808, 4.85435, -1.67895], [-2.66557, 2.04169, 0.50606], [2.39746, -6.43670, 0.38841], [-0.85166, 5.45246, -4.04891], [1.67122, -3.10472, 1.13403]],
  "atomic_forces_ev_per_a": [[-0.1, -0.2, 0.1], [0.0, 0.0, 0.0], [0.0, 0.0, 0.0], [0.0, 0.0, 0.0], [0.0, 0.0, 0.1], [0.0, 0.0, 0.0], [0.0, 0.0, 0.0], [0.1, 0.0, -0.1], [0.0, 0.1, 0.0], [0.2, 0.2, -0.1], [0.2, 0.3, 0.0], [-0.1, 0.0, -0.1], [0.1, 0.0, 0.0], [0.0, 0.0, 0.0], [0.0, 0.0, 0.0], [0.0, 0.0, 0.0], [0.0, 0.0, 0.0], [0.0, 0.0, 0.0], [-0.1, 0.0, 0.0], [0.1, 0.1, 0.0], [-0.1, 0.1, 0.1], [0.0, 0.0, 0.0], [0.0, 0.0, 0.0], [0.0, 0.1, -0.1], [0.0, 0.0, 0.0], [0.0, 0.0, 0.0], [0.0, 0.0, 0.0], [0.0, -0.1, 0.1], [0.0, 0.0, 0.0], [0.0, 0.0, 0.0], [0.0, 0.0, 0.0], [0.0, 0.0, 0.0], [0.1, 0.0, 0.1], [0.0, 0.0, 0.0], [0.0, 0.0, 0.0], [0.0, 0.0, 0.0], [0.0, 0.0, 0.0], [0.0, 0.0, 0.0], [0.1, 0.0, 0.1], [0.0, 0.0, 0.0], [0.0, 0.0, 0.0], [0.0, 0.0, 0.0], [0.0, 0.0, 0.0], [0.0, 0.0, 0.0], [-0.6, -0.8, 0.1], [0.1, 0.1, 0.0], [0.0, 0.1, 0.1], [0.0, 0.0, 0.1], [0.0, 0.0, -0.1], [0.0, 0.0, 0.0], [0.0, 0.1, 0.0], [0.1, 0.0, 0.1], [0.0, 0.0, 0.0], [0.0, 0.0, 0.0], [0.0, 0.0, 0.0], [0.2, 0.3, 0.0], [0.0, 0.0, 0.0], [0.0, 0.0, 0.0], [0.0, 0.0, 0.1], [0.0, 0.0, 0.0], [0.0, 0.0, 0.0], [0.0, 0.0, 0.0], [0.0, 0.0, 0.0], [-0.1, 0.0, 0.0], [0.0, -0.1, -0.1], [0.0, 0.0, 0.0], [0.0, 0.0, 0.0], [0.0, 0.0, 0.0], [0.0, 0.0, 0.0], [0.0, 0.0, 0.0], [0.0, 0.0, 0.1], [0.0, 0.0, 0.0], [0.0, 0.0, 0.0], [-0.1, 0.1, 0.0], [0.0, 0.0, 0.0], [0.0, 0.0, 0.0], [0.0, -0.1, -0.1], [0.0, 0.0, 0.1], [0.0, 0.0, 0.0], [0.0, 0.0, 0.0], [0.0, 0.0, -0.1], [0.0, 0.0, 0.0], [0.0, 0.0, 0.0], [0.1, -0.1, 0.0], [0.0, 0.0, 0.0], [0.0, 0.0, 0.0], [-0.3, -0.1, 0.0], [0.0, 0.0, 0.0]],
  "de_lowest_ev": 0.639,
  "spin_multiplicity": 4,
  "homo_energy_ha": [-0.31452, -0.31867],
  "total_charge": 0,
  "total_energy_ha": -4679.0175
}